Here is a cluster of 2 separate species, C5H7N2S in total at a distorted geometry from the Open Molecules 2025 dataset. Energies are from ωB97M-V/def2-TZVPD.

Structure (XYZ):
```
15
Properties=species:S:1:pos:R:3:mulliken_charge:R:1
C 1.297 1.749 0.139 -0.052
C 1.751 0.516 0.575 -0.492
C 0.149 1.836 -0.684 -0.583
C 1.085 -0.633 0.152 0.123
C -0.482 0.599 -1.059 0.029
N -0.019 -0.600 -0.616 -0.105
N -2.078 -2.069 1.126 -0.420
S -0.745 -1.977 -1.191 0.056
H 1.761 2.671 0.588 0.360
H 2.701 0.200 1.053 0.334
H -0.294 2.811 -0.997 0.358
H 1.367 -1.576 0.682 0.351
H -1.331 0.586 -1.687 0.496
H -2.476 -1.253 0.710 0.293
H -2.685 -2.860 1.209 0.253
```

Values from the calculation:
Highest occupied orbital energy (alpha / beta)   -14.10 / -14.10 eV
E   -702.0181 hartree
Total charge   +1
Energy above the lowest of the compared OMol25 structures with the same formula, charge and spin   404.7 kJ/mol
Strongest force on any atom   0.0740 Eh/bohr
Kohn-Sham gap (alpha / beta)   7.27 / 7.27 eV

Here is a cluster of 2 separate species, C2F3N3O3 in total at a distorted geometry from the Open Molecules 2025 dataset. Energies are from ωB97M-V/def2-TZVPD.

Structure (XYZ):
```
11
Properties=species:S:1:pos:R:3:mulliken_charge:R:1
C -1.702 -0.792 -0.695 0.573
C 1.576 -0.700 0.650 0.929
N -2.386 -1.760 -0.656 -0.346
N -0.843 0.145 -0.555 -0.233
N -1.026 1.607 -0.403 1.151
O -1.839 2.039 -1.138 -0.526
O -0.158 2.132 0.165 -0.458
O 0.324 -0.449 0.922 -0.375
F 2.269 0.493 0.513 -0.253
F 1.627 -1.363 -0.482 -0.246
F 2.158 -1.354 1.677 -0.217
```

Values from the calculation:
Highest occupied orbital energy (alpha / beta)   -12.25 / -11.89 eV
E   -765.5131 hartree
Energy above the lowest of the compared OMol25 structures with the same formula, charge and spin   151.7 kJ/mol
Strongest force on any atom   0.0685 Eh/bohr
Kohn-Sham gap (alpha / beta)   8.60 / 7.92 eV

Here is a structure of composition C27H25AsN3O8PtS2 at a distorted geometry from the Open Molecules 2025 dataset. Energies are from ωB97M-V/def2-TZVPD.

Structure (XYZ):
```
67
Properties=species:S:1:pos:R:3:mulliken_charge:R:1
Pt -0.445 1.522 1.294 1.957
O 3.174 1.924 2.571 -0.662
As 2.239 3.257 1.657 1.069
O 2.957 4.551 2.285 -0.847
O 0.711 2.853 2.233 -0.599
C 2.804 2.583 -0.091 0.041
C 4.034 1.978 -0.294 -0.489
C 4.377 1.553 -1.569 -0.402
C 3.493 1.704 -2.628 -0.565
C 2.267 2.316 -2.423 -0.601
C 1.955 2.763 -1.157 -0.072
S 0.497 3.708 -0.787 1.291
O 0.912 4.623 0.260 -0.677
O 0.048 4.340 -1.999 -0.775
O -0.521 2.717 -0.333 -0.505
H 3.380 2.321 3.420 0.226
H 4.705 1.858 0.547 0.502
H 5.346 1.111 -1.742 0.402
H 3.760 1.347 -3.612 0.395
H 1.555 2.478 -3.218 0.537
N 2.475 -0.648 1.284 -0.031
C 2.515 -0.837 -0.070 0.242
C 1.401 -0.529 -0.856 1.418
C 1.397 -0.797 -2.207 -0.910
C 2.498 -1.378 -2.815 -1.019
C 3.607 -1.688 -2.046 -0.601
C 3.622 -1.421 -0.692 -0.475
H 3.351 -0.534 1.769 0.297
H 1.735 -0.050 1.636 -0.496
H 0.528 -0.093 -0.383 -0.354
H 0.523 -0.550 -2.790 0.419
H 2.490 -1.592 -3.874 0.363
H 4.470 -2.143 -2.513 0.374
H 4.493 -1.670 -0.103 0.410
S -0.343 -0.888 5.265 -0.522
C -0.383 -0.086 3.906 0.592
N -0.426 0.422 2.843 -0.679
C -3.858 -2.112 -1.732 -1.046
O -3.273 -2.157 -0.458 -0.361
C -1.965 -2.526 -0.327 1.192
C -1.206 -3.087 -1.343 -0.682
C 0.090 -3.527 -1.115 -0.649
C 0.651 -3.397 0.141 -0.755
C -0.084 -2.830 1.159 -0.434
C -1.395 -2.388 0.962 0.517
N -2.099 -1.983 2.071 -0.007
C -3.279 -1.304 2.200 -1.025
C -3.771 -0.234 1.450 1.258
C -5.120 0.158 1.633 -0.838
C -5.656 1.255 1.006 -0.872
C -4.867 2.026 0.156 -0.505
C -3.539 1.688 -0.043 -0.908
C -2.962 0.582 0.584 0.433
O -1.680 0.293 0.381 -0.372
H -4.870 -1.738 -1.566 0.288
H -3.910 -3.107 -2.193 0.336
H -3.325 -1.428 -2.401 0.373
H -1.630 -3.212 -2.328 0.402
H 0.661 -3.962 -1.921 0.364
H 1.659 -3.734 0.330 0.274
H 0.350 -2.715 2.142 0.187
H -1.646 -2.231 2.944 0.411
H -3.871 -1.627 3.049 0.370
H -5.731 -0.443 2.292 0.411
H -6.691 1.520 1.172 0.395
H -5.277 2.900 -0.330 0.462
H -2.909 2.291 -0.683 0.529
```

Values from the calculation:
Highest occupied orbital energy   -5.26 eV
E   -4961.6185 hartree
Total charge   -1
Energy above the lowest of the compared OMol25 structures with the same formula, charge and spin   70.0 kJ/mol
Strongest force on any atom   0.0694 Eh/bohr
Kohn-Sham gap   5.87 eV

Here is a cluster of 2 separate species, C41H38F6N3O in total at a distorted geometry from the Open Molecules 2025 dataset. Energies are from ωB97M-V/def2-TZVPD.

Structure (XYZ):
```
89
Properties=species:S:1:pos:R:3:mulliken_charge:R:1
C -4.798 -0.350 2.741 -0.543
C -4.397 0.946 3.103 -0.578
C -3.061 1.212 3.390 -0.132
C -2.087 0.181 3.334 0.882
C -0.712 0.415 3.765 -1.044
C 0.349 -0.242 3.178 -0.205
N 1.655 0.145 3.196 0.414
C 2.537 -0.511 2.213 -0.534
C 3.997 -0.270 2.560 -0.614
O 4.243 1.124 2.775 -0.385
C 3.476 1.641 3.866 -0.543
C 1.976 1.500 3.627 -0.399
C -2.496 -1.100 2.891 -0.093
C -3.839 -1.364 2.624 -0.806
H -5.850 -0.562 2.542 0.401
H -5.134 1.751 3.157 0.457
H -2.743 2.217 3.684 0.365
H -0.532 1.290 4.392 0.338
H 0.181 -1.174 2.631 0.261
H 2.318 -1.583 2.222 0.392
H 2.350 -0.114 1.198 0.299
H 4.262 -0.873 3.452 0.244
H 4.642 -0.531 1.709 0.352
H 3.738 1.131 4.813 0.175
H 3.758 2.703 3.923 0.401
H 1.677 2.243 2.861 0.235
H 1.444 1.724 4.557 0.254
H -1.748 -1.887 2.786 0.289
H -4.137 -2.366 2.309 0.393
F 6.316 1.677 8.292 -0.273
C 5.649 0.501 8.173 0.914
F 4.800 0.609 7.092 -0.234
F 6.561 -0.473 7.836 -0.247
C 4.871 0.092 9.386 -1.001
N 4.074 -1.095 9.048 0.712
C 4.539 -2.332 9.570 -0.886
C 4.215 -2.701 10.890 -0.086
C 4.786 -3.836 11.455 -0.738
C 5.702 -4.600 10.721 -0.348
C 6.033 -4.233 9.413 -0.849
C 5.458 -3.102 8.839 0.176
C 2.829 -0.956 8.471 1.034
C 2.364 -1.964 7.594 -0.419
C 1.180 -1.795 6.904 -1.037
C 0.329 -0.679 7.158 0.934
C -0.944 -0.551 6.518 -0.908
C -2.107 -0.071 7.191 0.356
C -3.300 0.153 6.446 -0.784
C -4.377 0.826 6.967 -0.883
C -4.398 1.163 8.341 1.191
N -5.412 1.918 8.878 0.664
C -6.143 2.865 8.027 -0.994
C -5.391 4.164 7.990 0.948
F -5.843 5.047 7.061 -0.275
F -5.449 4.776 9.222 -0.238
F -4.058 3.938 7.736 -0.252
C -5.877 1.738 10.208 -0.844
C -5.361 2.527 11.250 0.225
C -5.824 2.354 12.552 -0.827
C -6.809 1.399 12.824 -0.363
C -7.359 0.643 11.782 -0.767
C -6.918 0.830 10.476 -0.148
C -3.329 0.736 9.164 -0.699
C -2.203 0.165 8.603 -1.133
C 0.796 0.299 8.082 -1.315
C 2.023 0.179 8.707 -0.672
H 5.580 -0.194 10.166 0.425
H 4.232 0.928 9.678 0.367
H 3.513 -2.071 11.442 0.400
H 4.517 -4.122 12.472 0.379
H 6.161 -5.482 11.171 0.395
H 6.741 -4.823 8.830 0.379
H 5.711 -2.781 7.828 0.479
H 2.985 -2.851 7.453 0.523
H 0.855 -2.551 6.189 0.468
H -1.097 -1.086 5.584 0.995
H -3.338 -0.191 5.413 0.445
H -5.230 1.070 6.332 0.433
H -6.220 2.496 7.003 0.400
H -7.119 3.044 8.482 0.398
H -4.598 3.269 11.010 0.458
H -5.404 2.966 13.351 0.380
H -7.154 1.250 13.849 0.398
H -8.134 -0.097 11.986 0.384
H -7.342 0.271 9.638 0.414
H -3.396 0.919 10.238 0.532
H -1.379 -0.111 9.258 0.664
H 0.171 1.163 8.307 0.749
H 2.353 0.932 9.424 0.325
```

Values from the calculation:
Highest occupied orbital energy   -9.60 eV
E   -2423.6111 hartree
Total charge   +1
Energy above the lowest of the compared OMol25 structures with the same formula, charge and spin   31.1 kJ/mol
Strongest force on any atom   0.0427 Eh/bohr
Kohn-Sham gap   5.10 eV